[1]
{"formula": "C34H24Cl4FeN7O3SSe", "method": "wB97M-V/def2-TZVPD", "s_squared": 8.794, "spin_multiplicity": 6, "total_charge": -2, "homo_ev": [-0.129, -2.544], "lumo_energy_ev": [3.999, 3.985], "de_lowest_kcal_mol": 0.0, "gap_ev": [4.129, 6.530], "elements": ["Fe", "Cl", "C", "C", "Cl", "C", "Cl", "C", "O", "C", "O", "C", "Cl", "C", "C", "C", "C", "C", "C", "C", "C", "S", "C", "N", "C", "C", "C", "C", "C", "C", "C", "C", "H", "H", "H", "H", "H", "H", "H", "H", "H", "H", "H", "H", "H", "H", "H", "H", "N", "C", "N", "C", "N", "C", "N", "C", "Se", "N", "C", "C", "C", "C", "C", "C", "H", "H", "H", "H", "H", "H", "H", "H", "O", "C", "N"], "coordinates": [[-16.278, 6.131, 9.552], [-19.165, 0.157, 11.324], [-18.862, 1.471, 10.265], [-19.956, 2.150, 9.703], [-21.491, 1.424, 9.679], [-19.782, 3.458, 9.308], [-21.119, 4.439, 8.861], [-18.442, 4.070, 9.428], [-18.289, 5.332, 9.383], [-17.347, 3.177, 9.618], [-16.041, 3.727, 9.526], [-17.553, 1.912, 10.093], [-16.230, 0.866, 10.504], [-13.344, 11.215, 12.170], [-13.555, 10.867, 10.673], [-15.069, 11.091, 10.293], [-12.725, 11.924, 9.890], [-13.023, 9.498, 10.329], [-11.658, 9.141, 10.585], [-11.136, 7.902, 10.277], [-11.964, 6.900, 9.768], [-11.692, 5.219, 9.491], [-13.357, 4.991, 9.206], [-14.146, 6.092, 9.264], [-13.329, 7.184, 9.603], [-13.840, 8.504, 9.825], [-13.717, 3.660, 8.734], [-12.719, 2.814, 8.212], [-13.018, 1.818, 7.295], [-14.394, 1.673, 6.921], [-15.413, 2.350, 7.612], [-15.096, 3.263, 8.607], [-13.751, 12.202, 12.342], [-12.305, 11.167, 12.494], [-13.949, 10.566, 12.812], [-15.471, 11.992, 10.696], [-15.682, 10.259, 10.676], [-15.242, 11.064, 9.213], [-13.153, 12.920, 9.958], [-12.692, 11.745, 8.815], [-11.640, 11.949, 10.113], [-11.009, 9.884, 11.016], [-10.083, 7.646, 10.456], [-14.822, 8.686, 9.452], [-11.687, 2.937, 8.492], [-12.213, 1.253, 6.872], [-14.702, 0.999, 6.109], [-16.451, 2.102, 7.430], [-17.164, 3.935, 4.176], [-16.930, 4.884, 4.823], [-16.825, 6.079, 5.324], [-16.637, 6.413, 6.550], [-16.505, 6.834, 7.643], [-15.109, 7.997, 13.635], [-16.120, 6.980, 13.695], [-16.748, 6.424, 12.562], [-17.322, 7.963, 11.104], [-17.878, 5.741, 13.047], [-17.928, 5.837, 14.417], [-18.734, 5.209, 15.310], [-18.344, 5.191, 16.657], [-17.307, 6.092, 17.048], [-16.643, 6.904, 16.177], [-16.864, 6.692, 14.831], [-15.005, 8.333, 12.598], [-14.125, 7.661, 14.028], [-15.434, 8.876, 14.221], [-18.681, 5.597, 12.454], [-19.661, 4.786, 14.957], [-18.845, 4.540, 17.350], [-17.077, 6.180, 18.117], [-16.027, 7.723, 16.489], [-14.124, 4.261, 12.364], [-15.005, 4.956, 12.046], [-15.899, 5.700, 11.678]], "forces_ev_per_a": [[-0.8, 0.6, 0.0], [-0.1, -0.8, 0.2], [-0.2, -0.5, -0.4], [1.1, 0.6, 0.6], [-0.7, -0.3, 0.1], [1.7, 0.4, 0.2], [0.1, 0.2, -0.1], [-1.2, 0.3, -0.1], [0.6, -0.5, -0.2], [1.1, 0.6, -0.5], [-0.6, 0.5, 0.0], [-0.3, -0.4, 0.2], [-0.1, 0.4, 0.1], [-0.8, -0.7, -0.1], [0.1, 1.6, -0.4], [0.8, -1.9, 0.0], [0.6, -0.1, -0.8], [0.5, -1.3, 0.3], [-0.7, 0.7, -0.1], [0.3, -0.7, -0.1], [-0.7, 1.0, 0.6], [1.6, 0.4, 0.3], [-1.4, -2.6, -1.0], [1.1, 0.9, 0.9], [-1.2, 0.0, -0.1], [1.1, -0.9, -0.6], [-0.9, 2.3, 1.1], [-0.1, -1.0, -0.5], [-2.1, 0.9, 0.4], [0.8, -0.5, -0.4], [0.5, 0.1, 0.6], [0.3, -1.2, -1.2], [0.1, 0.5, 0.0], [0.0, 0.0, -0.1], [0.2, -0.2, -0.1], [0.0, 0.9, 0.3], [0.2, 0.3, 0.1], [0.3, 0.2, 0.0], [0.0, 0.2, 0.5], [-0.4, -0.4, -0.2], [-0.6, 0.0, 0.5], [0.2, 0.2, 0.1], [-0.4, 0.4, 0.0], [-0.7, 0.1, 0.3], [0.2, 0.3, 0.0], [0.1, -0.4, -0.3], [0.3, 0.2, 0.4], [0.0, 0.0, -0.1], [0.5, 0.5, 0.7], [-0.8, -1.0, -1.0], [0.3, 0.8, 0.4], [0.0, 0.0, 0.8], [0.0, -0.4, -1.6], [0.4, 0.5, 0.2], [0.0, -0.1, 1.3], [-1.6, 3.8, -2.3], [0.3, -1.0, 1.0], [0.0, -0.7, 0.1], [1.1, 1.1, -0.1], [-0.5, -0.4, 0.8], [1.1, 1.7, -0.4], [-1.9, -1.7, 1.8], [0.3, 0.7, -1.4], [-0.3, -1.5, -0.8], [0.0, -0.2, 0.1], [-0.5, 0.0, -0.2], [0.1, -0.2, -0.2], [0.2, 0.1, -0.1], [0.0, -0.7, 0.1], [-0.1, 0.1, 0.3], [-0.1, -0.1, -0.4], [0.6, 0.0, 0.3], [-0.7, 0.6, -0.4], [0.9, -0.9, 0.5], [0.9, -1.5, 0.1]]}

***

[2]
{"formula": "C34H24F5MnN3O3P", "method": "wB97M-V/def2-TZVPD", "s_squared": 3.798, "spin_multiplicity": 4, "total_charge": 1, "homo_ev": [-10.591, -11.013], "lumo_energy_ev": [-4.037, -4.238], "gap_ev": [6.553, 6.775], "elements": ["Mn", "O", "C", "C", "C", "C", "C", "C", "C", "O", "N", "N", "C", "C", "C", "C", "C", "C", "N", "H", "H", "H", "H", "H", "H", "H", "H", "H", "H", "O", "C", "C", "C", "C", "C", "C", "C", "P", "C", "C", "C", "C", "C", "C", "C", "C", "C", "C", "C", "C", "H", "H", "H", "H", "H", "H", "H", "H", "H", "H", "H", "H", "H", "H", "F", "C", "F", "C", "F", "F", "F"], "coordinates": [[0.158, 0.223, 2.014], [-0.124, -5.228, 0.688], [-1.163, -4.902, -0.022], [-1.841, -5.929, -0.743], [-2.964, -5.661, -1.528], [-3.449, -4.373, -1.644], [-2.821, -3.377, -0.972], [-1.668, -3.577, -0.180], [-0.896, -2.447, 0.352], [-1.276, -1.202, -0.063], [0.181, -2.660, 1.042], [0.849, -1.502, 1.418], [2.105, -1.710, 1.513], [2.980, -0.603, 1.757], [4.352, -0.707, 1.892], [5.114, 0.467, 2.038], [4.446, 1.709, 1.968], [3.038, 1.705, 1.875], [2.327, 0.582, 1.758], [0.267, -4.391, 1.008], [-1.467, -6.927, -0.569], [-3.495, -6.473, -2.010], [-4.260, -4.067, -2.284], [-3.151, -2.357, -1.113], [2.465, -2.743, 1.389], [4.845, -1.654, 1.768], [6.202, 0.394, 2.096], [5.022, 2.639, 1.893], [2.479, 2.623, 1.871], [-2.711, -0.798, 1.715], [-2.471, -0.635, 0.402], [-2.801, 0.579, -0.324], [-4.135, 0.919, -0.528], [-4.442, 2.027, -1.290], [-3.486, 2.821, -1.894], [-2.150, 2.528, -1.657], [-1.800, 1.435, -0.834], [-0.107, 1.219, -0.282], [0.812, 0.265, -1.552], [0.121, -0.401, -2.560], [0.785, -1.345, -3.350], [2.147, -1.600, -3.143], [2.835, -0.874, -2.169], [2.186, 0.069, -1.433], [0.609, 2.865, -0.224], [0.094, 3.812, 0.605], [0.724, 5.073, 0.730], [1.914, 5.339, 0.076], [2.430, 4.400, -0.816], [1.784, 3.157, -0.973], [-4.929, 0.240, -0.220], [-5.460, 2.198, -1.510], [-3.684, 3.512, -2.692], [-1.344, 3.043, -2.206], [-0.919, -0.124, -2.791], [0.229, -1.902, -4.113], [2.680, -2.361, -3.693], [3.909, -0.951, -2.105], [2.751, 0.595, -0.690], [-0.845, 3.721, 1.129], [0.313, 5.837, 1.379], [2.398, 6.325, 0.186], [3.306, 4.609, -1.364], [2.219, 2.501, -1.706], [-1.709, -1.198, 3.576], [-1.678, -0.330, 2.591], [0.566, -0.057, 3.711], [-2.098, 1.033, 3.111], [-2.985, 1.661, 2.364], [-0.887, 1.822, 2.953], [-2.431, 1.120, 4.377]], "forces_ev_per_a": [[0.8, 0.1, 0.3], [1.1, -0.2, 0.6], [-2.4, 0.1, -2.0], [-0.3, 0.6, 0.5], [0.7, -1.0, 0.7], [-0.2, 0.6, -0.2], [1.1, 1.1, 0.4], [0.6, -0.2, 0.3], [-0.8, -1.1, -0.3], [0.0, -0.1, 0.6], [-1.2, 1.1, -0.3], [0.4, -0.8, -0.5], [0.1, -1.2, 0.1], [0.2, 1.0, 0.1], [0.3, 0.7, -0.1], [-0.9, 0.5, -0.6], [0.2, -1.0, -0.1], [0.7, -0.5, 0.0], [0.3, 0.7, 0.5], [0.3, -0.1, 0.3], [-0.1, -0.2, -0.3], [0.2, -0.1, -0.1], [-0.3, -0.5, -0.1], [-0.1, 0.0, 0.0], [0.0, 0.6, 0.0], [0.0, -0.3, 0.3], [-0.4, 0.2, 0.0], [-0.4, -0.3, 0.4], [-0.1, 0.3, -0.1], [0.1, 0.0, -0.6], [0.5, -0.4, 0.1], [0.0, 0.7, -0.1], [0.1, -0.3, -0.2], [-0.1, 0.0, -0.1], [1.2, -0.7, -0.2], [0.6, -0.6, 0.0], [-0.5, 0.3, -0.3], [0.5, -0.6, 0.1], [-0.4, 0.3, 0.1], [-0.2, 0.1, -0.5], [0.2, -0.2, 0.0], [-0.5, 0.1, 0.4], [0.3, -0.3, -1.4], [-0.4, 0.0, 1.0], [1.6, -0.6, -1.6], [-0.1, 2.4, 0.7], [0.0, -0.6, 0.2], [0.1, 0.5, -0.4], [-1.4, -1.0, 0.8], [0.0, 1.4, 0.5], [0.2, 0.2, 0.2], [-1.0, 0.3, -0.2], [-0.5, 0.5, 0.2], [-0.5, 0.0, 0.5], [0.4, -0.4, 0.3], [0.3, 0.3, 0.3], [-0.1, 0.0, -0.2], [0.1, -0.3, 0.2], [0.1, 0.3, 0.2], [-0.1, -0.5, 0.1], [-0.2, -0.2, 0.0], [-0.3, -0.7, 0.0], [0.8, 0.2, -0.6], [-0.2, -0.3, 0.1], [0.3, -1.1, 1.3], [-0.7, 0.4, -1.1], [0.3, -0.2, -0.3], [0.3, 1.0, 0.6], [-0.1, 0.1, 0.0], [-0.5, 0.0, -0.1], [0.1, 0.0, -0.2]]}

***

[3]
{"formula": "C34H25AgAsN3O7P2", "method": "wB97M-V/def2-TZVPD", "total_charge": -2, "homo_ev": -2.351, "lumo_energy_ev": 3.689, "de_lowest_kcal_mol": 11.3, "gap_ev": 6.040, "elements": ["Ag", "N", "C", "C", "C", "C", "C", "C", "C", "C", "C", "C", "C", "C", "N", "C", "C", "C", "C", "N", "H", "H", "H", "H", "H", "H", "H", "H", "H", "H", "O", "P", "O", "O", "O", "P", "O", "O", "O", "H", "H", "C", "C", "C", "C", "C", "C", "As", "C", "C", "C", "C", "C", "C", "C", "C", "C", "C", "C", "C", "H", "H", "H", "H", "H", "H", "H", "H", "H", "H", "H", "H", "H"], "coordinates": [[-0.341, -0.395, -0.392], [7.154, 7.004, 0.974], [6.348, 6.200, 0.815], [5.328, 5.185, 0.614], [4.521, 5.233, -0.516], [3.546, 4.264, -0.704], [3.379, 3.243, 0.226], [4.198, 3.199, 1.347], [5.167, 4.169, 1.549], [2.336, 2.181, 0.038], [2.851, 0.880, -0.073], [4.232, 0.551, -0.305], [4.284, -0.814, -0.442], [2.935, -1.267, -0.270], [2.099, -0.282, -0.043], [1.018, 2.646, -0.030], [0.576, 3.987, 0.264], [-0.786, 3.990, 0.097], [-1.135, 2.655, -0.297], [-0.084, 1.878, -0.380], [4.659, 6.025, -1.240], [2.902, 4.291, -1.574], [4.065, 2.398, 2.061], [5.798, 4.140, 2.427], [5.049, 1.250, -0.403], [5.150, -1.427, -0.644], [2.583, -2.294, -0.328], [1.197, 4.809, 0.587], [-1.466, 4.816, 0.240], [-2.115, 2.246, -0.521], [-2.965, -0.335, 1.845], [-3.107, -1.318, 0.528], [-4.405, -2.029, 0.645], [-2.738, -0.498, -0.673], [-1.838, -2.321, 0.895], [-1.004, -3.359, -0.094], [0.257, -3.645, 0.932], [-1.738, -4.625, -0.285], [-0.453, -2.562, -1.247], [-3.588, -0.663, 2.495], [0.803, -2.849, 0.921], [4.337, 0.898, 4.624], [3.293, 1.774, 4.894], [2.032, 1.556, 4.345], [1.793, 0.451, 3.528], [2.856, -0.410, 3.248], [4.116, -0.193, 3.790], [0.038, 0.007, 2.724], [-0.522, -1.256, 4.114], [-0.206, -2.604, 4.188], [-0.720, -3.374, 5.223], [-1.564, -2.800, 6.169], [-1.907, -1.458, 6.077], [-1.389, -0.681, 5.046], [-1.681, 0.754, 4.812], [-2.528, 1.553, 5.575], [-2.709, 2.888, 5.235], [-2.055, 3.429, 4.132], [-1.219, 2.631, 3.360], [-1.029, 1.304, 3.708], [5.321, 1.072, 5.046], [3.456, 2.634, 5.534], [1.225, 2.238, 4.580], [2.705, -1.256, 2.588], [4.925, -0.871, 3.549], [0.394, -3.073, 3.418], [-0.485, -4.431, 5.273], [-1.979, -3.410, 6.963], [-2.588, -1.025, 6.801], [-3.053, 1.138, 6.428], [-3.372, 3.507, 5.827], [-2.208, 4.468, 3.863], [-0.730, 3.044, 2.487]], "forces_ev_per_a": [[0.3, 0.2, -0.3], [0.1, 0.1, 0.0], [-0.4, -0.4, -0.1], [0.5, 0.4, 0.1], [-0.2, -0.1, -0.2], [0.1, 0.1, 0.0], [-0.2, -0.2, 0.0], [0.2, 0.1, 0.1], [-0.1, -0.2, 0.2], [0.2, 0.1, -0.1], [0.0, 0.2, 0.1], [-0.2, 0.0, 0.0], [-0.2, 0.0, 0.1], [0.4, -0.3, -0.1], [0.0, 0.2, -0.2], [0.0, 0.1, 0.1], [0.0, -0.3, -0.1], [-0.1, -0.2, -0.1], [-0.2, 0.3, 0.0], [0.4, 0.0, 0.2], [0.0, 0.0, 0.0], [0.0, 0.0, 0.0], [0.0, 0.0, 0.1], [0.0, 0.0, 0.0], [0.0, 0.0, 0.0], [0.0, 0.0, 0.0], [0.0, 0.1, 0.0], [0.0, 0.0, 0.0], [0.0, 0.0, 0.0], [0.0, 0.1, 0.0], [0.2, 0.1, -0.2], [0.0, -0.3, 0.0], [0.2, 0.1, 0.0], [-0.1, -0.1, 0.4], [-0.3, -0.1, -0.5], [-0.3, 0.0, 0.3], [-0.1, 0.1, 0.0], [0.2, 0.1, 0.0], [0.0, -0.1, 0.2], [-0.2, -0.1, 0.2], [0.1, 0.0, 0.0], [-0.1, 0.0, -0.1], [0.0, 0.0, -0.1], [0.1, -0.1, 0.1], [0.0, 0.0, 0.1], [0.0, 0.1, 0.0], [0.0, 0.1, 0.0], [-0.2, -0.1, 0.1], [0.1, 0.0, -0.1], [0.0, 0.0, 0.0], [-0.1, 0.1, 0.0], [0.0, 0.0, -0.1], [0.0, -0.1, 0.0], [0.0, 0.2, 0.1], [0.0, -0.2, 0.1], [0.0, 0.0, 0.0], [0.0, 0.0, 0.0], [0.0, -0.1, 0.1], [0.0, 0.0, 0.1], [0.1, 0.1, -0.2], [0.0, 0.0, 0.0], [0.0, 0.0, 0.0], [0.0, 0.0, 0.0], [0.0, 0.0, -0.1], [0.0, 0.0, 0.0], [0.0, 0.0, 0.0], [0.0, 0.0, 0.0], [0.0, 0.0, 0.0], [0.0, 0.0, 0.0], [0.0, 0.0, 0.0], [0.0, 0.0, 0.0], [0.0, 0.0, 0.0], [0.0, 0.0, 0.0]]}